# 1
{
  "formula": "C5H8N",
  "method": "the ωB97M-V functional and the def2-TZVPD basis",
  "elements": ["C", "C", "C", "C", "C", "N", "H", "H", "H", "H", "H", "H", "H", "H"],
  "positions_angstrom": [[3.441, 0.289, -0.037], [2.546, -0.599, 0.070], [-0.520, 0.480, -0.018], [-1.529, -0.326, -0.742], [-1.513, -0.333, 0.717], [-2.716, 0.192, 0.002], [4.507, 0.054, -0.107], [3.263, 1.359, -0.059], [2.051, -1.530, 0.144], [-0.505, 1.557, -0.012], [-1.574, -1.032, -1.542], [-1.544, -1.048, 1.510], [-2.887, 1.203, 0.009], [-3.586, -0.351, 0.007]],
  "forces_ev_per_a": [[1.756, 0.942, -0.143], [-1.612, -0.502, 0.146], [-2.096, -0.020, -0.017], [0.408, 0.044, 0.200], [0.353, 0.021, -0.197], [0.027, 0.509, 0.008], [0.085, -0.117, -0.029], [-0.261, 0.177, 0.016], [0.182, -0.582, 0.027], [0.826, 0.303, -0.007], [-0.088, -0.203, -0.247], [-0.078, -0.208, 0.246], [0.079, -0.217, -0.005], [0.418, -0.148, 0.002]],
  "e_tot_ev": -6789.2671,
  "multiplicity": 3,
  "charge": 1,
  "e_above_lowest_ev": 5.309,
  "fmax_ev_per_a": 2.10
}

***

# 2
{
  "formula": "C3H9AgI3N3O6",
  "method": "the ωB97M-V functional and the def2-TZVPD basis",
  "elements": ["Ag", "I", "I", "I", "C", "N", "O", "O", "H", "H", "H", "C", "N", "O", "O", "H", "H", "H", "C", "N", "O", "O", "H", "H", "H"],
  "positions_angstrom": [[-0.948, -1.630, 3.050], [-5.795, -2.485, 4.630], [0.808, -6.400, 3.355], [0.959, 1.537, 6.677], [-1.721, 5.439, 1.157], [-2.312, 4.164, 0.514], [-3.169, 4.382, -0.297], [-2.019, 3.081, 0.976], [-1.203, 5.127, 2.064], [-2.497, 6.137, 1.471], [-1.078, 5.930, 0.426], [-3.052, -3.263, -4.139], [-2.315, -2.515, -3.074], [-2.416, -2.858, -1.912], [-1.573, -1.643, -3.413], [-4.008, -3.531, -3.690], [-2.417, -4.058, -4.528], [-3.242, -2.391, -4.764], [5.905, -1.172, 0.006], [4.859, -0.182, 0.523], [5.284, 0.869, 0.952], [3.626, -0.434, 0.493], [5.462, -1.498, -0.935], [6.066, -2.011, 0.684], [6.800, -0.594, -0.225]],
  "forces_ev_per_a": [[0.411, -0.171, 0.357], [0.039, 0.000, -0.012], [-0.198, 0.402, -0.082], [-0.216, -0.194, -0.314], [0.417, -0.664, 0.347], [-0.197, 1.211, 1.990], [-0.459, -0.179, -1.164], [0.322, 0.345, -0.402], [0.279, -0.076, -0.368], [-0.358, -0.426, -0.477], [-0.001, -0.264, 0.095], [-0.703, 1.742, 0.639], [0.704, -1.355, 1.650], [-0.741, -0.431, -0.013], [0.666, 1.252, -1.125], [0.329, -0.640, -0.124], [-0.282, 0.235, 0.010], [0.026, -0.786, -1.007], [-1.089, 0.536, -0.853], [-1.971, 0.184, 0.733], [0.294, -0.245, -0.174], [2.961, -0.331, -0.373], [0.126, -0.385, 0.141], [-0.226, 0.345, 0.085], [-0.132, -0.107, 0.439]],
  "e_tot_ev": -48303.5375,
  "multiplicity": 2,
  "charge": -1,
  "e_above_lowest_ev": 5.491,
  "fmax_ev_per_a": 3.00
}

***

# 3
{
  "formula": "C5H5FS",
  "method": "the ωB97M-V functional and the def2-TZVPD basis",
  "elements": ["C", "C", "C", "C", "C", "H", "H", "H", "H", "H", "F", "S"],
  "positions_angstrom": [[-0.432, -0.460, -0.820], [-1.331, 0.679, -1.056], [-1.569, 1.353, 0.032], [-0.758, 0.754, 1.172], [0.214, -0.114, 0.465], [-1.010, -1.344, -0.592], [-1.773, 0.856, -2.023], [-2.115, 2.269, 0.108], [-0.195, 1.546, 1.710], [-1.410, 0.193, 1.872], [0.420, -0.807, -1.857], [1.624, -0.596, 1.055]],
  "forces_ev_per_a": [[0.564, -0.985, -0.567], [-0.583, 0.117, -2.034], [0.764, 0.226, 1.282], [-0.492, 1.719, 0.669], [0.719, -0.624, 0.811], [-0.406, -0.680, -0.103], [0.027, 0.056, -0.146], [-0.537, 0.154, 0.118], [-0.505, -0.583, 0.110], [0.505, 0.222, -0.178], [-0.205, 0.405, 0.276], [0.149, -0.026, -0.237]],
  "e_tot_ev": -18817.2952,
  "smiles": "F[C@@H]1C=CCC1=S",
  "e_above_lowest_ev": 0.262,
  "fmax_ev_per_a": 2.12
}

***

# 4
{
  "formula": "C5H7NO2",
  "method": "the ωB97M-V functional and the def2-TZVPD basis",
  "elements": ["C", "C", "N", "C", "O", "C", "C", "O", "H", "H", "H", "H", "H", "H", "H"],
  "positions_angstrom": [[1.762, 1.676, 0.355], [-1.364, -2.024, -0.335], [-0.692, -0.888, 0.285], [-0.392, -0.742, 1.510], [0.498, 1.056, 0.609], [-0.239, 0.540, -0.544], [-0.549, 0.860, -1.733], [-0.353, -0.969, 2.650], [2.430, 1.021, -0.209], [2.220, 1.921, 1.311], [1.636, 2.603, -0.206], [-2.368, -2.166, 0.063], [-1.404, -1.757, -1.394], [-0.809, -2.944, -0.152], [-0.375, 1.811, -2.210]],
  "forces_ev_per_a": [[-0.074, -0.012, -0.321], [-0.120, 0.083, 0.219], [1.213, 2.040, 0.735], [-1.180, -1.915, -0.604], [-0.932, -0.882, -0.512], [0.947, 0.756, 0.323], [-0.184, -0.865, 1.253], [0.531, 0.937, -0.834], [-0.142, -0.087, 0.026], [-0.201, -0.130, 0.087], [-0.144, -0.047, -0.023], [-0.025, 0.218, -0.055], [0.009, -0.085, 0.028], [0.155, 0.107, -0.205], [0.146, -0.117, -0.117]],
  "e_tot_ev": -10878.1308,
  "e_above_lowest_ev": 5.486,
  "fmax_ev_per_a": 2.48
}

***

# 5
{
  "formula": "C2H8N2O2",
  "method": "the ωB97M-V functional and the def2-TZVPD basis",
  "elements": ["N", "C", "N", "H", "H", "H", "H", "H", "H", "O", "C", "O", "H", "H"],
  "positions_angstrom": [[1.720, -0.804, -0.722], [0.287, -0.326, -1.066], [0.008, 1.077, -0.742], [1.727, -1.652, -1.323], [2.410, -0.174, -1.061], [-0.271, -1.069, -0.566], [0.169, -0.435, -2.091], [0.725, 1.703, -0.773], [-0.567, 1.533, -1.549], [-2.199, -0.249, 1.252], [-1.483, -0.083, 2.214], [-0.248, 0.269, 2.109], [-1.981, -0.444, 3.168], [-0.295, 0.655, 1.150]],
  "forces_ev_per_a": [[-2.519, -0.650, -0.434], [3.346, 0.714, 0.588], [-4.110, -0.645, -1.273], [0.739, 0.646, 0.761], [0.581, 0.581, -0.616], [-1.396, -0.105, 0.850], [-0.480, -0.410, -2.053], [3.332, 1.324, 0.335], [0.631, -1.556, 2.082], [-0.318, 0.512, -0.523], [-2.987, -2.494, 0.479], [0.699, 1.654, -1.002], [1.566, 0.880, -0.149], [0.916, -0.452, 0.954]],
  "e_tot_ev": -9277.7441,
  "smiles": "O=CO.NCN",
  "e_above_lowest_ev": 2.166,
  "fmax_ev_per_a": 4.35
}

***

# 6
{
  "formula": "C19H22ClNZr",
  "method": "the ωB97M-V functional and the def2-TZVPD basis",
  "elements": ["C", "C", "C", "H", "C", "C", "H", "H", "H", "H", "Zr", "Cl", "C", "C", "C", "H", "C", "C", "H", "H", "H", "H", "C", "N", "C", "C", "C", "C", "C", "C", "C", "C", "H", "H", "H", "H", "H", "H", "H", "H", "H", "H", "H", "H"],
  "positions_angstrom": [[-2.316, 0.307, 1.250], [-2.902, -1.004, 1.104], [-3.161, -1.189, -0.312], [-3.234, -1.650, 1.919], [-2.812, 0.020, -0.993], [-2.354, 0.949, -0.030], [-2.175, 2.006, -0.199], [-2.000, 0.771, 2.178], [-3.729, -2.001, -0.755], [-2.944, 0.221, -2.062], [-0.760, -1.530, 0.465], [0.314, -1.113, 2.505], [0.013, -3.734, 0.656], [-0.457, -3.605, -0.708], [-1.884, -3.738, -0.689], [0.161, -3.609, -1.606], [-2.299, -3.974, 0.656], [-1.148, -3.903, 1.497], [-1.128, -4.100, 2.570], [1.051, -3.861, 0.964], [-2.520, -3.762, -1.578], [-3.308, -4.226, 0.978], [2.945, 2.301, 1.922], [2.130, 2.948, 0.936], [2.484, 4.291, 0.583], [0.852, 2.381, 0.531], [0.936, 1.418, -0.636], [1.372, 1.953, -1.847], [1.617, 1.128, -2.951], [1.482, -0.251, -2.833], [0.991, -0.787, -1.623], [0.595, 0.056, -0.593], [3.462, 3.077, 2.511], [3.722, 1.668, 1.447], [2.337, 1.674, 2.592], [3.104, 4.312, -0.330], [1.578, 4.897, 0.392], [3.080, 4.733, 1.399], [0.388, 1.872, 1.386], [0.217, 3.240, 0.233], [1.537, 3.032, -1.912], [1.953, 1.581, -3.881], [1.775, -0.922, -3.642], [1.038, -1.875, -1.494]],
  "forces_ev_per_a": [[-1.269, 0.387, -0.910], [-0.475, 0.731, -0.448], [-0.387, 1.160, 0.451], [0.218, 0.210, -0.364], [-0.130, -0.688, 0.711], [0.155, -0.799, 1.167], [0.533, -0.331, -0.093], [-0.115, -0.164, -0.184], [0.353, 0.189, 0.154], [0.173, -0.200, 0.537], [-0.199, 2.461, -1.865], [0.280, 0.063, 0.978], [-0.417, -0.924, -0.433], [-0.361, -1.346, 0.676], [0.832, -0.431, 0.519], [-0.290, 0.079, 0.384], [1.202, 0.121, -0.062], [0.100, -0.776, -1.151], [0.019, 0.328, -0.392], [-0.385, 0.271, -0.066], [0.285, 0.187, 0.442], [0.249, 0.441, -0.055], [0.282, -0.321, -0.235], [-0.748, -0.008, 0.212], [0.029, -0.067, -0.396], [-0.001, 0.380, 0.360], [-0.207, 0.074, -0.940], [0.139, -0.292, 0.100], [-0.035, -0.023, -0.024], [0.097, -0.191, 0.168], [0.559, 0.673, -1.093], [-0.141, -1.162, 1.590], [-0.127, -0.371, 0.007], [-0.171, 0.052, 0.401], [0.173, 0.104, -0.154], [-0.031, 0.302, 0.099], [0.360, -0.098, 0.136], [-0.301, 0.086, -0.307], [-0.002, 0.065, -0.075], [0.064, -0.386, 0.196], [0.065, -0.301, -0.095], [-0.040, -0.176, 0.102], [-0.055, 0.273, 0.124], [-0.278, 0.418, -0.171]],
  "e_tot_ev": -35352.2402,
  "e_above_lowest_ev": 0.000,
  "fmax_ev_per_a": 3.09
}